Formula: C41H68Br2O25P
Source: the Open Molecules 2025 dataset
Level of theory: ωB97M-V/def2-TZVPD

Calculated values
HOMO energy	-11.6845	eV
orbital gap	7.95	eV
calculated total energy	-8973.4063	hartree
M	1151.75	Da

Structure (ORCA input):
```
! RIJCOSX wB97M-V def2-TZVPD def2/J DEFGRID3
* xyz 1 1
C 0.5198 -1.7517 3.6454
C 1.6632 -2.7703 3.6936
C 2.9546 -2.0804 3.2443
C 4.2509 -2.7058 3.8214
P 5.0383 -1.6606 5.0332
Br 6.6280 -2.8404 5.9391
Br 3.5654 -1.0981 6.5157
C 5.7594 -0.1462 4.3754
C 4.9078 0.4578 3.2395
C 5.5339 1.7099 2.6363
C 4.8719 2.0376 1.2698
O 5.8145 2.1539 0.2257
C 6.1406 0.8990 -0.3366
H 0.5862 -1.1686 2.7296
H 0.6615 -1.0814 4.4963
H -0.4482 -2.2393 3.6994
H 1.7568 -3.1847 4.6985
H 1.4033 -3.5764 3.0076
H 2.8771 -1.0485 3.5736
H 2.9935 -2.1112 2.1627
H 4.9607 -2.9094 3.0193
H 4.0127 -3.6464 4.3192
H 5.7591 0.5794 5.1918
H 6.8035 -0.2874 4.0984
H 3.9410 0.7387 3.6588
H 4.7019 -0.2839 2.4712
H 6.6062 1.5917 2.4818
H 5.3855 2.5750 3.2795
H 4.1593 1.2476 1.0102
H 4.3030 2.9613 1.3480
H 6.3012 0.1444 0.4409
H 5.3452 0.5367 -0.9934
H 7.0569 1.0284 -0.9046
C -1.7181 2.2514 0.5889
C -2.6150 1.0626 0.8035
C -3.2942 1.0014 2.1478
O -3.4951 -0.4157 2.3145
C -2.5315 -1.0476 1.6130
O -2.2853 -2.2103 1.7084
O -1.8625 -0.1790 0.8202
H -1.0190 2.3735 1.4206
H -1.1236 2.1202 -0.3137
H -2.3001 3.1658 0.4895
H -3.3483 0.9930 -0.0045
H -4.2353 1.5317 2.1830
H -2.6525 1.3505 2.9610
C 2.2364 5.8115 1.4838
C 1.8950 4.6503 0.5896
C 2.7764 4.4723 -0.6252
O 1.8894 3.8127 -1.5403
C 0.6242 4.1823 -1.2211
O -0.3346 3.9629 -1.8822
O 0.6084 4.8437 -0.0340
H 2.3421 6.7291 0.9032
H 1.4375 5.9782 2.2057
H 3.1664 5.6338 2.0240
H 1.8466 3.7226 1.1697
H 3.6580 3.8626 -0.4396
H 3.0804 5.4252 -1.0643
C 1.8875 -0.4755 -3.9807
C 2.1029 -1.2421 -2.7088
C 0.9242 -2.0562 -2.2339
O 1.1709 -2.1281 -0.8136
C 1.8677 -1.0335 -0.4742
O 2.0945 -0.7179 0.6609
O 2.2981 -0.3692 -1.5572
H 0.9660 0.1034 -3.9402
H 2.7037 0.2254 -4.1489
H 1.8388 -1.1671 -4.8242
H 2.9988 -1.8673 -2.7947
H 0.8867 -3.0543 -2.6623
H -0.0298 -1.5528 -2.3971
C -6.2724 -1.1148 -2.5080
C -5.2106 -0.5322 -3.4032
C -4.0645 -1.4548 -3.7381
O -2.9920 -0.5149 -3.9798
C -3.2554 0.5980 -3.2589
O -2.4922 1.4944 -3.0836
O -4.5090 0.5498 -2.7485
H -5.8266 -1.5786 -1.6261
H -6.9473 -0.3337 -2.1587
H -6.8481 -1.8646 -3.0472
H -5.6635 -0.1294 -4.3130
H -4.2417 -2.0604 -4.6060
H -3.7777 -2.0898 -2.8955
C -4.5738 -8.1619 -4.5909
C -4.3366 -6.7735 -5.1256
C -3.2356 -5.9934 -4.4457
O -3.6587 -4.6370 -4.6592
C -5.0084 -4.6473 -4.7734
O -5.6967 -3.6748 -4.7792
O -5.4671 -5.9119 -4.8776
H -4.6681 -8.1507 -3.5044
H -5.4989 -8.5715 -4.9934
H -3.7510 -8.8208 -4.8662
H -4.1798 -6.8056 -6.2071
H -2.2526 -6.1593 -4.8786
H -3.1958 -6.1758 -3.3695
C -1.0186 9.4954 -1.1895
C -0.9805 8.4196 -0.1354
C -2.2755 8.1924 0.6091
O -1.8078 7.6745 1.8644
C -0.5666 8.1707 2.0719
O 0.0373 8.0744 3.0925
O -0.1019 8.7792 0.9546
H -1.4482 10.4161 -0.7925
H -0.0116 9.7286 -1.5330
H -1.6120 9.1694 -2.0428
H -0.6096 7.4829 -0.5614
H -2.9355 7.4788 0.1233
H -2.8188 9.1206 0.7995
C -4.4637 -0.2075 7.5237
C -5.3960 0.7012 6.7652
C -6.7606 0.1264 6.4626
O -7.1280 0.8454 5.2763
C -5.9865 1.1928 4.6413
O -5.9328 1.6381 3.5403
O -4.9104 0.9590 5.4319
H -4.4180 -1.1933 7.0594
H -3.4532 0.1996 7.5248
H -4.7969 -0.3188 8.5550
H -5.4844 1.6645 7.2750
H -7.4883 0.2940 7.2520
H -6.7227 -0.9384 6.2224
C 4.0694 -6.6439 -4.7229
C 4.2863 -5.4143 -5.5665
C 5.2066 -4.3731 -4.9730
O 4.7295 -3.1681 -5.5878
C 3.4182 -3.3508 -5.8820
O 2.6794 -2.4905 -6.2367
O 3.0711 -4.6506 -5.7075
H 3.8034 -6.3730 -3.6999
H 3.2523 -7.2415 -5.1245
H 4.9709 -7.2551 -4.7017
H 4.6151 -5.6974 -6.5698
H 6.2553 -4.5331 -5.2088
H 5.0872 -4.2798 -3.8903
*
```

Here are the Löwdin charges for atoms 1 to 4, given in e: -0.09, -0.25, -0.28, -0.36